[1]
DFT (ωB97M-V/def2-TZVPD) results for a molecular structure, C25H28AsBCl2F6N8O4RbS2.

Element x y z (Å)
H1 3.92 -2.84 4.34
C1 7.95 -0.65 3.53
H2 -0.57 -3.42 -1.59
C2 1.48 1.03 2.69
H3 -0.02 -4.02 -4.69
H4 -4.82 -1.08 -1.10
H5 2.44 -0.60 -5.53
N1 -2.19 -3.04 -0.37
C3 0.72 -3.24 -4.76
N2 -4.00 -2.44 0.99
C4 -3.28 -1.62 -2.51
C5 1.99 -1.52 -5.17
H6 4.83 -3.02 0.79
C6 1.90 2.17 1.72
F1 -2.36 0.82 -4.43
S1 -2.00 -1.37 2.55
N3 2.58 -3.56 -1.53
Cl1 -2.56 4.55 1.96
H7 0.16 -1.86 -6.40
C7 4.38 -0.15 2.33
F2 -2.86 1.48 -2.10
H8 1.01 -4.85 -2.58
H9 -3.66 -1.02 -3.32
F3 -0.70 2.61 -1.92
H10 2.92 -5.04 -3.16
H11 3.81 0.54 1.72
H12 8.51 -1.47 3.08
H13 -4.43 -0.78 4.59
C8 3.73 -1.20 2.98
O1 2.02 -2.60 1.56
C9 3.98 -3.07 0.13
H14 -1.52 3.86 -0.04
H15 -5.89 -3.17 0.30
H16 6.24 0.85 2.03
C10 3.81 -3.82 -0.96
F4 -2.25 3.23 -3.76
C11 -3.48 -2.04 2.20
C12 0.83 -2.16 -5.62
C13 5.74 0.02 2.53
H17 8.22 -0.62 4.59
H18 6.35 -2.53 4.65
C14 6.47 -0.83 3.35
C15 2.74 -2.27 0.25
C16 -3.92 -1.65 -1.29
N4 -4.50 -2.24 3.09
H19 0.52 1.29 3.15
H20 2.88 -1.18 0.29
Rb1 0.53 0.58 -0.56
B1 2.05 -4.26 -2.81
S2 2.00 -1.49 2.66
Cl2 -1.72 1.85 1.14
C17 -5.63 -2.70 2.44
F5 -0.16 1.97 -4.24
C18 -4.40 -1.87 4.48
C19 -1.40 3.59 1.00
As1 -1.54 1.75 -3.20
C20 -2.07 -2.29 -2.64
H21 -3.46 -2.23 4.88
H22 4.45 -4.55 -1.43
H23 2.23 1.02 3.50
C21 -5.32 -2.82 1.14
C22 4.44 -2.05 3.83
N5 1.91 -2.64 -0.85
C23 5.80 -1.86 4.00
H24 -6.54 -2.92 2.97
O2 1.49 -2.11 3.86
H25 -1.49 -2.22 -3.54
H26 -0.39 3.76 1.39
N6 2.53 -2.15 -4.13
F6 -0.80 0.25 -2.61
N7 1.39 -0.28 2.02
C24 -3.33 -2.38 -0.27
N8 1.74 -3.21 -3.89
H27 8.29 0.28 3.07
C25 -1.55 -2.96 -1.54
H28 -5.24 -2.32 5.01
O3 1.51 3.31 2.03
O4 2.58 1.83 0.72

Properties
- Charge: -2
- HOMO level (alpha / beta): -2.16 / -3.30 eV
- DFT total energy: -171687.258 eV
- ⟨S²⟩: 0.762
- Strongest force on any atom: 1.16 eV/Å
- 2S+1: 2

Atom-resolved charges from Löwdin, all expressed in e: atom 1 (H): 0.112, atom 2 (C): -0.063, atom 3 (H): 0.082, atom 4 (C): -0.205, atom 5 (H): 0.105, atom 6 (H): 0.115, atom 7 (H): 0.085, atom 8 (N): 0.159, atom 9 (C): -0.151, atom 10 (N): -0.011, atom 11 (C): -0.068, atom 12 (C): -0.196, atom 13 (H): 0.092, atom 14 (C): -0.767, atom 15 (F): -0.254, atom 16 (S): 0.668, atom 17 (N): -0.088, atom 18 (Cl): 0.466, atom 19 (H): 0.074, atom 20 (C): -0.033, atom 21 (F): -0.257, atom 22 (H): 0.056, atom 23 (H): 0.100, atom 24 (F): -0.347, atom 25 (H): 0.054, atom 26 (H): 0.087, atom 27 (H): 0.077, atom 28 (H): 0.090, atom 29 (C): -0.262, atom 30 (O): -0.203, atom 31 (C): -0.017, atom 32 (H): 0.016, atom 33 (H): 0.115, atom 34 (H): 0.114, atom 35 (C): -0.084, atom 36 (F): -0.253, atom 37 (C): -0.752, atom 38 (C): -0.102, atom 39 (C): -0.020, atom 40 (H): 0.073, atom 41 (H): 0.106, atom 42 (C): -0.284, atom 43 (C): -0.332, atom 44 (C): -0.006, atom 45 (N): -0.145, atom 46 (H): 0.096, atom 47 (H): 0.112, atom 48 (Rb): 0.918, atom 49 (B): -0.458, atom 50 (S): 0.657, atom 51 (Cl): 0.498, atom 52 (C): -0.072, atom 53 (F): -0.246, atom 54 (C): -0.066, atom 55 (C): -0.960, atom 56 (As): 0.733, atom 57 (C): -0.054, atom 58 (H): 0.071, atom 59 (H): 0.105, atom 60 (H): 0.112, atom 61 (C): -0.061, atom 62 (C): -0.052, atom 63 (N): 0.126, atom 64 (C): -0.053, atom 65 (H): 0.105, atom 66 (O): -0.301, atom 67 (H): 0.090, atom 68 (H): -0.001, atom 69 (N): 0.058, atom 70 (F): -0.428, atom 71 (N): -0.278, atom 72 (C): -0.303, atom 73 (N): -0.108, atom 74 (H): 0.069, atom 75 (C): -0.096, atom 76 (H): 0.080, atom 77 (O): -0.056, atom 78 (O): -0.183


[2]
DFT (ωB97M-V/def2-TZVPD) results for a molecular structure, C72H174AsF6N9O6.

Element x y z (Å)
H1 6.21 0.08 6.52
H2 0.77 -2.36 -6.00
C1 2.82 -0.82 -5.02
H3 -3.39 6.29 4.88
H4 3.34 5.68 -1.73
H5 -3.30 -1.59 6.84
C2 7.56 1.24 3.75
H6 6.31 -4.84 -2.98
C3 0.87 -1.67 6.51
H7 -3.56 -4.78 0.17
H8 5.16 -3.42 -7.95
H9 -2.88 -3.76 -1.07
H10 -2.77 4.85 1.59
N1 -6.04 0.67 2.11
H11 -6.97 -1.17 1.38
C4 5.54 -5.28 -2.34
H12 4.74 7.49 1.29
H13 4.21 -1.32 -6.55
H14 -3.25 5.01 -2.07
H15 8.65 1.86 6.48
H16 -2.04 7.60 2.52
H17 8.48 1.62 4.17
C5 1.04 -2.52 -7.05
N2 -2.96 1.94 -4.08
H18 3.14 3.39 -2.10
H19 3.50 -2.69 0.42
H20 5.03 2.77 5.28
H21 -3.51 6.13 2.54
H22 5.86 6.11 2.65
H23 1.25 7.23 -0.42
H24 -3.47 0.79 -2.28
H25 7.28 1.87 2.91
C6 -8.18 3.18 4.34
H26 -4.07 4.65 4.88
H27 3.17 -1.35 -4.14
C7 -3.95 -3.96 -3.66
H28 3.63 -5.20 2.09
H29 -2.58 -1.41 -3.02
C8 3.95 5.03 -1.10
C9 -4.21 -5.51 -1.85
O1 4.39 2.76 -0.72
H30 2.95 -0.72 3.26
H31 -0.91 -3.26 5.80
H32 -2.59 -5.21 -4.72
H33 -0.43 5.60 4.18
H34 2.91 1.24 -0.54
C10 -0.33 -4.77 -3.57
H35 -3.55 -3.28 6.45
H36 -4.63 4.83 -0.16
H37 5.87 -5.98 -1.57
H38 -5.66 -6.85 -4.05
H39 -4.33 -3.64 -4.63
C11 6.56 2.45 6.93
H40 -0.96 -6.11 -7.96
H41 -0.03 3.17 2.61
H42 -3.99 -3.07 -3.02
H43 1.74 -0.83 -4.88
H44 -3.64 -0.94 -4.18
C12 0.45 -3.82 -7.62
C13 5.06 5.37 2.68
N3 4.86 -4.08 -1.61
H45 -2.51 2.57 -6.16
H46 0.78 -1.67 -7.67
O2 -1.68 -4.44 -3.09
N4 -2.28 4.93 3.68
C14 3.13 -2.65 -8.52
C15 4.60 -2.88 -8.72
H47 4.11 1.00 -1.88
H48 -6.34 -3.45 -4.79
C16 -1.49 7.33 3.42
C17 3.45 -3.77 0.55
H49 -0.14 1.97 -6.32
H50 4.16 5.80 3.12
C18 5.64 -2.73 -1.54
H51 0.54 -1.88 3.72
H52 2.42 3.61 -0.58
C19 -6.93 -4.21 -4.26
C20 3.47 -0.13 2.51
H53 4.76 -3.53 -9.58
F1 0.08 -1.28 -2.79
C21 -3.75 -4.37 -0.82
N5 -4.86 -5.10 -3.14
H54 -2.66 3.89 6.42
H55 -2.11 7.74 4.22
As1 0.66 -0.75 -1.20
C22 -5.22 4.16 -0.79
H56 -1.37 3.13 4.64
N6 3.95 5.65 0.34
C23 -3.66 4.11 -2.54
C24 -5.36 0.93 0.76
C25 6.08 2.49 5.36
H57 -2.21 -3.48 -4.76
C26 4.55 7.09 0.29
H58 6.23 -2.68 -2.45
H59 -2.94 5.39 7.05
H60 0.33 -4.99 -2.73
H61 4.00 7.79 -0.33
C27 -1.03 -3.19 2.06
H62 2.32 4.86 1.25
H63 5.55 7.10 -0.16
H64 0.13 -3.92 -4.08
F2 0.60 0.99 -1.61
H65 -3.28 -6.06 -1.98
H66 5.90 -0.60 4.04
H67 -3.01 -2.22 5.18
H68 -9.08 3.34 3.75
H69 1.76 -0.25 5.01
H70 -5.09 -0.90 -0.14
H71 7.65 -0.44 5.57
C28 -7.28 -0.28 1.92
C29 -0.61 1.93 -5.34
H72 -0.90 1.73 2.70
C30 -1.49 -5.22 -7.62
N7 -0.58 -1.24 6.32
H73 2.66 -3.59 -8.80
C31 -4.52 1.96 -4.29
C32 3.14 -1.16 -6.47
H74 -0.50 7.77 3.50
H75 2.86 -3.31 -2.22
H76 -4.43 4.58 -3.15
C33 4.83 4.75 1.29
C34 -4.74 -6.27 -4.14
H77 2.86 -1.15 6.04
H78 -0.18 0.72 7.22
C35 -4.48 -0.25 0.47
H79 2.52 6.58 1.76
H80 6.59 3.21 4.72
H81 -0.52 5.66 2.45
H82 4.14 -3.50 -6.09
H83 -2.25 -5.54 -6.91
C36 -1.85 3.43 3.71
H84 5.78 2.16 7.63
H85 -4.75 1.04 -4.83
H86 1.03 -2.65 6.06
C37 -3.26 5.07 2.54
H87 -4.13 4.43 2.74
H88 -4.24 -2.00 1.90
C38 3.95 1.36 -0.86
H89 2.64 0.45 2.10
H90 -0.38 -0.92 2.69
H91 -1.96 -4.71 -8.46
H92 -4.18 0.54 3.28
H93 -3.57 0.06 -0.06
F3 0.93 -2.53 -0.73
H94 -6.41 -3.91 -2.21
H95 -3.15 -0.77 2.20
H96 2.46 -3.75 -5.32
H97 -0.29 0.26 4.83
H98 4.30 -3.69 2.58
H99 4.56 0.69 -0.26
O3 -1.74 2.99 1.39
H100 2.79 -1.86 -9.19
H101 4.79 -5.45 -4.40
H102 2.85 -4.60 -6.81
C39 1.31 6.19 -0.08
H103 -1.24 -4.26 2.03
C40 -2.91 -2.42 6.25
H104 3.12 0.22 -4.89
H105 -1.83 0.12 7.30
C41 3.47 -4.12 2.01
H106 -1.85 1.56 -0.16
H107 7.82 0.27 3.33
H108 4.50 -6.94 -3.50
H109 4.63 0.07 5.16
C42 -1.18 2.30 0.27
H110 4.89 -1.94 -1.58
C43 3.39 3.63 -1.07
H111 -4.51 -3.63 -0.58
C44 -1.08 5.89 3.36
H112 5.47 0.79 2.38
H113 -2.83 2.96 3.70
H114 -7.07 -5.02 -4.98
H115 2.52 -5.01 -3.73
C45 -1.05 2.80 2.56
H116 5.43 -4.60 0.37
C46 -2.59 -4.29 -4.13
H117 -1.22 -2.90 7.55
H118 -1.57 -2.58 1.34
H119 2.09 0.13 6.79
H120 -4.94 -6.19 -1.41
H121 -1.40 5.28 6.35
H122 -0.42 -5.70 -4.12
H123 5.17 -1.97 -8.91
H124 -7.56 4.07 4.22
C47 5.29 0.26 4.31
H125 0.01 -3.54 -8.57
H126 4.35 1.86 2.97
C48 -2.42 4.94 6.21
H127 -5.94 3.49 -0.33
O4 -0.62 -4.30 -6.88
C49 -1.38 -2.59 6.52
H128 2.53 -3.81 2.47
C50 -6.63 1.93 2.82
H129 -2.39 0.90 -5.85
H130 -8.38 1.15 3.93
C51 3.70 -3.90 -2.60
C52 1.91 -0.62 6.02
H131 -5.92 4.81 -1.33
C53 -0.49 -1.54 3.58
C54 -2.59 3.32 -3.44
C55 -3.15 5.23 4.89
H132 -4.89 1.87 1.03
H133 5.76 4.48 0.79
C56 -4.96 -0.07 2.84
H134 4.27 3.83 1.47
H135 4.10 -5.56 -0.28
H136 -4.68 2.86 -4.87
H137 -7.88 -3.71 -4.07
H138 1.38 5.59 -0.99
H139 -7.64 -0.63 2.89
H140 0.93 -1.79 7.60
C57 7.71 1.44 6.86
C58 -2.71 -0.60 -3.74
H141 -1.75 0.97 -2.62
C59 7.09 0.40 5.98
F4 -1.05 -0.69 -0.74
O5 -4.45 3.35 -1.65
H142 -5.03 1.99 -3.32
C60 2.42 5.90 0.92
C61 -0.78 -0.17 7.40
H143 -0.16 1.19 -4.67
H144 4.95 5.06 -1.53
C62 4.62 0.81 3.06
C63 -6.36 -4.69 -2.97
H145 2.85 -5.75 -2.09
H146 0.00 -3.10 1.69
H147 -4.57 -5.94 -5.17
H148 -6.86 1.50 4.89
H149 7.94 1.09 7.86
H150 2.50 -3.95 0.05
H151 -5.48 -0.74 3.53
H152 1.15 -4.64 -7.81
H153 4.13 -3.35 -3.44
C64 -4.17 -0.91 1.85
C65 4.51 -5.85 -3.43
H154 -6.27 1.00 0.17
N8 6.46 1.16 4.78
N9 2.62 -2.48 -7.03
H155 -0.51 -0.66 8.33
C66 -2.19 1.87 -5.39
H156 -8.58 3.16 5.36
H157 -3.90 -6.93 -3.93
H158 -8.02 0.23 1.30
H159 6.31 -2.56 -0.69
H160 3.74 -0.72 1.64
C67 -2.72 0.75 -3.07
F5 1.07 -0.37 0.51
H161 -1.90 -0.33 4.92
H162 -5.76 2.57 2.97
C68 -0.86 -0.66 4.84
H163 2.84 -0.39 -7.20
H164 6.99 3.38 7.31
C69 4.48 -4.54 -0.16
H165 -0.94 2.99 -0.53
H166 -6.93 -5.53 -2.56
H167 -1.87 -0.72 -4.42
O6 -1.25 -2.69 3.39
F6 2.36 -0.84 -1.73
H168 0.33 6.02 0.36
C70 -7.50 1.78 4.06
H169 -1.56 3.15 -3.11
C71 3.08 -3.72 -6.22
H170 -0.18 1.87 0.37
H171 -2.24 4.00 -4.22
H172 -0.26 2.91 -5.04
H173 -7.17 2.44 2.01
C72 3.26 -5.22 -2.96
H174 5.50 4.57 3.27

Properties
- Charge: +8
- HOMO level: -22.89 eV
- DFT total energy: -180229.789 eV
- Strongest force on any atom: 3.30 eV/Å
- 2S+1: 1

Results of the Löwdin charge analysis, in e, for atoms 1 through 99: atom 1 (H): 0.128, atom 2 (H): 0.106, atom 3 (C): -0.057, atom 4 (H): 0.129, atom 5 (H): 0.131, atom 6 (H): 0.079, atom 7 (C): 0.021, atom 8 (H): 0.131, atom 9 (C): -0.150, atom 10 (H): 0.080, atom 11 (H): 0.082, atom 12 (H): 0.057, atom 13 (H): 0.095, atom 14 (N): -0.237, atom 15 (H): 0.106, atom 16 (C): -0.014, atom 17 (H): 0.098, atom 18 (H): 0.127, atom 19 (H): 0.131, atom 20 (H): 0.131, atom 21 (H): 0.093, atom 22 (H): 0.124, atom 23 (C): -0.036, atom 24 (N): -0.205, atom 25 (H): 0.139, atom 26 (H): 0.091, atom 27 (H): 0.117, atom 28 (H): 0.109, atom 29 (H): 0.095, atom 30 (H): 0.100, atom 31 (H): 0.108, atom 32 (H): 0.100, atom 33 (C): -0.063, atom 34 (H): 0.134, atom 35 (H): 0.052, atom 36 (C): -0.106, atom 37 (H): 0.096, atom 38 (H): 0.066, atom 39 (C): -0.056, atom 40 (C): -0.126, atom 41 (O): -0.171, atom 42 (H): 0.047, atom 43 (H): 0.117, atom 44 (H): 0.108, atom 45 (H): 0.124, atom 46 (H): 0.051, atom 47 (C): -0.035, atom 48 (H): 0.104, atom 49 (H): 0.087, atom 50 (H): 0.140, atom 51 (H): 0.123, atom 52 (H): 0.125, atom 53 (C): -0.083, atom 54 (H): 0.107, atom 55 (H): 0.124, atom 56 (H): 0.114, atom 57 (H): 0.048, atom 58 (H): 0.086, atom 59 (C): -0.234, atom 60 (C): -0.044, atom 61 (N): -0.184, atom 62 (H): 0.146, atom 63 (H): 0.138, atom 64 (O): -0.193, atom 65 (N): -0.222, atom 66 (C): -0.129, atom 67 (C): -0.058, atom 68 (H): 0.088, atom 69 (H): 0.076, atom 70 (C): -0.042, atom 71 (C): -0.272, atom 72 (H): 0.095, atom 73 (H): 0.083, atom 74 (C): 0.056, atom 75 (H): 0.113, atom 76 (H): 0.112, atom 77 (C): -0.059, atom 78 (C): -0.066, atom 79 (H): 0.112, atom 80 (F): -0.255, atom 81 (C): -0.049, atom 82 (N): -0.209, atom 83 (H): 0.074, atom 84 (H): 0.102, atom 85 (As): 0.946, atom 86 (C): -0.079, atom 87 (H): 0.125, atom 88 (N): -0.182, atom 89 (C): -0.161, atom 90 (C): -0.109, atom 91 (C): -0.060, atom 92 (H): 0.130, atom 93 (C): 0.030, atom 94 (H): 0.105, atom 95 (H): 0.106, atom 96 (H): 0.075, atom 97 (H): 0.115, atom 98 (C): -0.057, atom 99 (H): 0.094


[3]
DFT (ωB97M-V/def2-TZVPD) results for 3 unconnected molecules or ions with the total composition C3H10O4S2.

Element x y z (Å)
H1 1.14 1.79 0.47
H2 2.00 -1.03 -0.47
H3 2.53 0.53 -1.19
S1 -1.49 -0.35 1.35
O1 0.64 -1.03 -2.47
H4 -0.68 2.15 -0.56
S2 0.45 -0.12 1.87
C1 1.44 0.76 0.62
C2 1.73 -0.01 -0.67
H5 -0.12 -3.30 -1.13
O2 -1.01 2.97 -0.13
H6 -2.07 0.76 1.80
O3 -0.07 -2.52 -0.57
H7 -1.57 3.32 -0.83
H8 0.09 -0.94 -3.26
O4 -0.36 0.80 -1.61
H9 -0.91 -2.05 -0.63
H10 2.36 0.89 1.21
C3 0.55 0.00 -1.61

Properties
- HOMO level: -9.00 eV
- DFT total energy: -33133.977 eV
- Strongest force on any atom: 1.21 eV/Å
- 2S+1: 1

Atom-resolved charges from Löwdin, all expressed in e: atom 1 (H): 0.067, atom 2 (H): 0.109, atom 3 (H): 0.136, atom 4 (S): 0.348, atom 5 (O): 0.087, atom 6 (H): -0.031, atom 7 (S): 0.461, atom 8 (C): -0.515, atom 9 (C): -0.146, atom 10 (H): 0.054, atom 11 (O): -0.092, atom 12 (H): -0.182, atom 13 (O): -0.072, atom 14 (H): 0.030, atom 15 (H): 0.137, atom 16 (O): 0.075, atom 17 (H): -0.003, atom 18 (H): 0.069, atom 19 (C): -0.534